1.
90
Properties=species:S:1:pos:R:3 method="wB97M-V/def2-TZVPD" e_lumo_ev="-3.826 / -3.985" s2=2.03 charge=+1 gap_ev="7.4 / 7.2" multiplicity=3
V -0.785 -1.349 0.718
C -5.485 -0.524 -1.939
C -5.417 -1.910 -1.874
C -4.477 -2.531 -1.068
C -3.610 -1.742 -0.327
C -3.665 -0.357 -0.389
C -4.609 0.255 -1.196
N -2.588 -2.299 0.501
N -2.730 -3.478 0.886
C -1.672 -3.915 1.692
C -1.754 -5.201 2.220
C -0.734 -5.630 3.050
C 0.326 -4.772 3.325
C 0.388 -3.494 2.774
C -0.615 -3.027 1.937
H -6.222 -0.049 -2.574
H -6.097 -2.512 -2.461
H -4.404 -3.608 -1.016
H -2.976 0.261 0.182
H -4.657 1.335 -1.247
H -2.598 -5.831 1.975
H -0.760 -6.620 3.483
H 1.120 -5.108 3.982
H 1.246 -2.874 3.014
O -0.898 -1.052 -1.368
C 0.233 -1.609 -1.437
O 0.640 -2.180 -0.354
C 1.083 -1.536 -2.655
C 1.767 -0.161 -2.739
Ge 0.550 1.369 -3.024
C 1.629 2.834 -3.709
C 1.038 3.897 -4.393
C 1.799 4.974 -4.826
C 3.164 5.005 -4.576
C 3.765 3.957 -3.895
C 3.001 2.881 -3.465
C -0.221 1.977 -1.329
C 0.590 2.058 -0.196
C 0.120 2.610 0.991
C -1.180 3.090 1.064
C -1.998 3.022 -0.057
C -1.522 2.472 -1.240
C -0.836 0.880 -4.297
C -0.618 1.083 -5.660
C -1.565 0.697 -6.599
C -2.746 0.097 -6.186
C -2.974 -0.120 -4.834
C -2.025 0.264 -3.898
H 0.432 -1.672 -3.521
H 1.805 -2.351 -2.626
H 2.418 -0.162 -3.616
H 2.422 -0.001 -1.879
H -0.027 3.890 -4.595
H 1.326 5.789 -5.359
H 3.758 5.844 -4.914
H 4.830 3.977 -3.702
H 3.493 2.068 -2.942
H 1.623 1.723 -0.245
H 0.778 2.688 1.849
H -1.546 3.540 1.978
H -3.005 3.420 -0.013
H -2.173 2.439 -2.106
H 0.297 1.555 -6.000
H -1.381 0.865 -7.652
H -3.486 -0.204 -6.917
H -3.892 -0.594 -4.508
H -2.214 0.072 -2.847
C -0.101 0.785 4.416
C -0.720 0.138 3.365
N -0.021 -0.373 2.348
C 1.316 -0.277 2.351
C 2.023 0.315 3.386
C 1.280 0.879 4.423
C 3.498 0.381 3.329
C 4.338 0.151 4.338
C 4.004 -0.369 5.683
C 3.162 -1.456 5.886
C 2.961 -1.856 7.196
N 3.537 -1.242 8.224
C 4.340 -0.229 7.919
N 4.614 0.234 6.705
H -0.697 1.207 5.213
H -1.796 0.019 3.328
H 1.837 -0.729 1.512
H 1.788 1.393 5.229
H 3.917 0.675 2.373
H 5.391 0.355 4.190
H 2.702 -1.983 5.062
H 2.321 -2.701 7.429
H 4.830 0.269 8.748

---

2.
91
Properties=species:S:1:pos:R:3 method="wB97M-V/def2-TZVPD" e_lumo_ev=-3.314 charge=+1 gap_ev=6.7 multiplicity=1
Zn 0.590 -0.973 0.971
C -2.624 -0.049 2.071
C -1.577 0.330 3.061
C -1.942 1.021 4.221
C -0.977 1.360 5.148
C 0.326 0.940 4.926
C 0.612 0.221 3.771
N -0.317 -0.025 2.836
C 1.936 -0.375 3.539
C 2.850 -0.557 4.577
C 4.048 -1.195 4.309
C 4.308 -1.627 3.020
C 3.348 -1.416 2.030
N 2.196 -0.807 2.309
C 3.529 -1.851 0.637
C 4.698 -2.451 0.179
C 4.781 -2.827 -1.154
C 3.718 -2.547 -1.984
C 2.584 -1.920 -1.466
C 1.456 -1.575 -2.363
N 2.492 -1.607 -0.176
H -2.892 0.819 1.463
H -2.273 -0.850 1.425
H -3.522 -0.379 2.591
H -2.975 1.282 4.379
H -1.234 1.909 6.040
H 1.099 1.171 5.637
H 2.613 -0.244 5.578
H 4.765 -1.367 5.098
H 5.228 -2.140 2.798
H 5.534 -2.636 0.829
H 5.663 -3.316 -1.533
H 3.749 -2.794 -3.031
H 1.348 -0.492 -2.413
H 1.613 -1.945 -3.371
H 0.535 -1.996 -1.965
Cl -2.599 -7.523 1.505
C -1.870 -6.029 1.044
C -1.310 -5.214 2.014
C -0.771 -4.005 1.627
Cl 0.046 -3.010 2.770
C -0.812 -3.511 0.313
O -0.417 -2.306 0.007
C -1.325 -4.416 -0.640
Cl -1.281 -3.991 -2.312
C -1.839 -5.649 -0.290
H -1.298 -5.513 3.050
H -2.209 -6.310 -1.058
C -3.549 2.444 -1.850
C -2.940 3.023 -0.611
C -3.567 4.108 -0.003
C -3.052 4.700 1.134
C -1.892 4.200 1.699
C -1.270 3.112 1.116
C -1.779 2.517 -0.032
Sb -0.468 0.934 -0.781
C -1.215 0.266 -2.731
C -0.565 0.711 -3.875
C -0.974 0.300 -5.132
C -2.017 -0.602 -5.250
C -2.631 -1.085 -4.110
C -2.257 -0.654 -2.841
C -2.953 -1.212 -1.642
C 0.844 2.526 -1.484
C 0.283 3.431 -2.374
C 1.020 4.479 -2.895
C 2.344 4.627 -2.525
C 2.897 3.758 -1.604
C 2.159 2.711 -1.061
C 2.790 1.838 -0.015
H -4.379 3.061 -2.187
H -3.933 1.444 -1.652
H -2.812 2.371 -2.648
H -4.467 4.506 -0.449
H -3.557 5.544 1.578
H -1.472 4.658 2.580
H -0.360 2.724 1.566
H 0.270 1.396 -3.796
H -0.478 0.687 -6.010
H -2.337 -0.940 -6.225
H -3.432 -1.804 -4.201
H -3.719 -1.921 -1.943
H -3.419 -0.425 -1.052
H -2.237 -1.726 -1.009
H -0.751 3.317 -2.665
H 0.564 5.177 -3.581
H 2.940 5.426 -2.938
H 3.920 3.907 -1.286
H 3.789 2.193 0.227
H 2.871 0.805 -0.354
H 2.195 1.855 0.901

---

3.
94
Properties=species:S:1:pos:R:3 method="wB97M-V/def2-TZVPD" e_lumo_ev="-7.162 / -7.101" s2=0.76 charge=+2 gap_ev="5.9 / 6.2" multiplicity=2
W -0.728 -0.102 -0.305
Cl -2.935 6.604 -1.527
C -2.100 5.140 -1.212
C -0.744 5.036 -1.532
C -0.073 3.852 -1.294
C -0.735 2.781 -0.705
O -0.064 1.620 -0.477
C -2.108 2.880 -0.325
C -2.753 1.862 0.423
N -2.089 0.777 0.878
C -2.603 -0.013 1.897
C -3.592 0.361 2.809
C -4.072 -0.550 3.738
C -3.606 -1.848 3.778
C -2.611 -2.268 2.884
C -2.176 -3.608 2.768
C -1.227 -3.941 1.825
C -0.663 -2.941 1.045
N -1.050 -1.644 1.106
C -2.057 -1.322 1.977
C -2.776 4.084 -0.629
H -0.227 5.873 -1.966
H 0.974 3.738 -1.542
H -3.780 2.026 0.735
H -3.984 1.365 2.795
H -4.840 -0.236 4.429
H -4.012 -2.563 4.475
H -2.618 -4.356 3.404
H -0.898 -4.961 1.693
H 0.124 -3.161 0.322
H -3.820 4.189 -0.382
C 2.461 -1.874 -1.970
Sb 1.090 -0.242 -2.435
C 2.479 1.151 -3.334
C 0.662 -1.262 -4.312
H 3.175 -1.950 -2.789
H 1.919 -2.823 -1.900
H 3.003 -1.700 -1.039
H 3.403 0.616 -3.509
H 2.667 2.029 -2.722
H 2.047 1.445 -4.286
H 1.623 -1.392 -4.802
H 0.017 -0.690 -4.974
H 0.217 -2.237 -4.108
O -0.938 -1.793 -1.450
S -2.305 -1.191 -1.844
O -2.974 -1.225 -0.556
N -1.891 0.328 -2.036
C -1.904 0.600 -3.443
S -0.905 1.848 -4.009
C -2.545 -0.416 -4.188
C -2.847 -0.465 -5.565
C -3.475 -1.571 -6.081
C -3.809 -2.684 -5.286
C -3.529 -2.685 -3.938
C -2.921 -1.557 -3.410
H -2.583 0.376 -6.188
H -3.724 -1.598 -7.129
H -4.282 -3.544 -5.729
H -3.793 -3.512 -3.299
C -0.560 1.557 4.959
C -0.741 2.184 3.736
C -0.194 1.634 2.589
C 0.514 0.429 2.628
C 0.682 -0.186 3.868
C 0.155 0.374 5.020
Ge 1.427 -0.175 0.941
C 2.737 1.363 0.743
C 2.774 2.403 1.669
C 3.711 3.415 1.560
C 4.635 3.407 0.528
C 4.618 2.377 -0.397
C 3.675 1.369 -0.290
C 2.672 -1.635 1.621
C 4.039 -1.530 1.383
C 4.913 -2.509 1.826
C 4.432 -3.631 2.479
C 3.078 -3.733 2.745
C 2.208 -2.742 2.327
H -0.940 2.007 5.863
H -1.282 3.117 3.687
H -0.252 2.207 1.666
H 1.282 -1.081 3.943
H 0.352 -0.089 5.976
H 2.089 2.410 2.504
H 3.723 4.201 2.298
H 5.371 4.191 0.452
H 5.342 2.352 -1.198
H 3.697 0.559 -1.013
H 4.421 -0.659 0.870
H 5.971 -2.393 1.654
H 5.105 -4.423 2.772
H 2.694 -4.593 3.271
H 1.158 -2.837 2.565

---

4.
97
Properties=species:S:1:pos:R:3 method="wB97M-V/def2-TZVPD" e_lumo_ev=-0.168 gap_ev=7.3 multiplicity=1
Y 0.101 -0.478 0.074
I 7.989 0.475 -1.501
C 5.937 0.125 -1.414
C 5.387 -0.960 -2.072
C 4.024 -1.187 -1.997
I 3.194 -2.819 -2.985
C 3.165 -0.362 -1.243
O 1.897 -0.608 -1.138
C 3.750 0.774 -0.608
C 2.922 1.768 0.186
N 1.519 1.897 -0.234
C 1.453 2.475 -1.573
C 0.206 2.163 -2.357
C -0.179 3.030 -3.379
C -1.286 2.719 -4.144
C -1.990 1.560 -3.853
C -1.549 0.767 -2.810
N -0.467 1.051 -2.085
C 5.110 0.995 -0.707
H 6.015 -1.630 -2.645
H 3.432 2.739 0.104
H 2.922 1.505 1.245
H 1.039 2.493 0.431
H 2.303 2.085 -2.142
H 1.582 3.565 -1.546
H 0.390 3.933 -3.555
H -1.602 3.374 -4.946
H -2.872 1.275 -4.409
H -2.079 -0.130 -2.528
H 5.536 1.870 -0.229
O -1.160 -1.951 -1.364
C -0.915 -3.326 -1.580
C 0.142 -3.899 -0.671
C 0.309 -5.278 -0.591
C 1.367 -5.784 0.139
C 2.239 -4.894 0.748
C 1.984 -3.541 0.624
N 0.949 -3.046 -0.049
H -2.018 -1.911 -0.815
H -0.571 -3.448 -2.612
H -1.845 -3.888 -1.466
H -0.382 -5.936 -1.103
H 1.519 -6.853 0.218
H 3.099 -5.232 1.309
H 2.658 -2.820 1.061
O -0.368 1.304 1.957
C -1.707 1.761 2.198
C -2.567 1.102 1.051
O -3.780 1.221 1.086
O -1.874 0.532 0.153
C -1.715 3.283 2.083
C -2.473 3.965 1.141
C -2.397 5.349 1.054
C -1.570 6.062 1.902
C -0.817 5.388 2.854
C -0.895 4.010 2.945
C -2.212 1.323 3.558
C -1.469 0.485 4.377
C -1.941 0.134 5.636
C -3.168 0.597 6.074
C -3.921 1.426 5.251
C -3.444 1.796 4.007
H 0.171 1.382 2.750
H -3.131 3.414 0.482
H -2.994 5.868 0.315
H -1.515 7.141 1.830
H -0.177 5.938 3.533
H -0.326 3.497 3.714
H -0.520 0.078 4.052
H -1.339 -0.510 6.265
H -3.539 0.318 7.052
H -4.883 1.792 5.587
H -4.030 2.442 3.369
O 0.192 -2.453 3.406
C -0.929 -2.475 2.907
C -2.128 -3.150 3.563
C -3.270 -2.801 2.628
C -2.545 -2.273 1.404
O -3.078 -2.200 0.294
N -1.248 -1.956 1.691
H -2.230 -2.775 4.579
H -1.937 -4.223 3.621
H -3.891 -1.990 3.014
H -3.926 -3.625 2.351
N 1.813 -0.475 1.931
C 2.528 -0.995 2.660
C 3.453 -1.605 3.558
C 4.799 -1.244 3.454
C 5.712 -1.831 4.309
C 5.285 -2.763 5.245
C 3.948 -3.125 5.331
C 3.010 -2.554 4.484
H 5.110 -0.530 2.704
H 6.759 -1.568 4.243
H 6.006 -3.218 5.912
H 3.633 -3.854 6.065
H 1.958 -2.818 4.507

---

How do the records compare in ΔE to the lowest compared entry with this formula, charge and spin? In the order shown, they have 0.0 9.2 1.0 24.3 kcal per mole.
How do the records compare in molar mass? In the order shown, they have 791.37 918.32 1134.60 1091.53 g/mol.